Entry from OMol25: C4H2N4 as an isolated structure in a non-equilibrium geometry (ωB97M-V with the def2-TZVPD basis set).

Cartesian coordinates (Å):
C  2.5655  -1.0983  0.0168
C  -0.5114  -0.0144  0.1642
C  -1.8805  -0.6841  -0.0173
C  -0.1688  1.4394  -0.0330
H  2.3648  -2.1463  0.8298
H  3.5704  -0.8074  -0.1681
N  1.5718  -0.1965  -0.4010
N  0.4045  -0.8028  0.1947
N  -3.1015  -0.8335  -0.1065
N  0.2732  2.5611  0.1062

LUMO level: -1.55 eV
HOMO energy: -10.83 eV
F_max: 0.1664 Eh/bohr
ΔE to the lowest compared entry with this formula, charge and spin: 519.4 kJ/mol
Total energy: -372.434024 Ha
Kohn-Sham gap: 0.3412 hartree
2S+1: 1
Net charge: 0